Entry 1:
DFT (the ωB97M-V functional and the def2-TZVPD basis) results for the molecule C14H15ClN2O2 in a non-equilibrium geometry.

For the largest force on an atom, the calculation gives 1.1 eV/Å. Its molar mass is 278.74 g/mol. The energy above the lowest of the compared OMol25 structures with the same formula, charge and spin is 0.00 kcal per mole. As for the net charge: 0. For the LUMO energy, the calculation gives -0.005 Ha. The SMILES is CC1(C)CC(=O)C(=CNc2ccc(Cl)cn2)C(=O)C1. The electronic energy is -34359.7364 eV.

Atoms and positions in Å:
H1 -3.16 -2.13 -0.62
H2 -2.00 -1.38 -1.73
C1 2.98 4.72 0.55
H3 -0.97 1.78 0.77
H4 -2.71 -4.39 0.09
H5 3.43 2.72 -0.07
H6 1.00 -3.18 -0.57
C2 2.68 3.41 0.29
N1 0.40 3.78 0.94
H7 -0.48 -4.64 -1.82
C3 -1.05 -3.72 -1.92
H8 1.74 1.01 -0.11
C4 -1.85 -0.67 0.23
C5 0.70 5.04 1.19
C6 -1.77 -3.98 0.45
H9 -0.12 5.66 1.54
C7 1.97 5.56 1.01
H10 0.31 -2.74 0.98
H11 -1.08 -4.80 0.64
C8 0.23 -2.57 -0.09
C9 -0.19 1.13 0.41
C10 -0.46 -0.19 0.14
O1 1.70 -0.77 -0.60
H12 -2.03 -3.96 -2.32
N2 1.03 1.66 0.25
C11 0.58 -1.12 -0.27
Cl1 2.30 7.22 1.35
H13 -0.54 -3.08 -2.64
C12 1.36 2.97 0.50
O2 -2.69 -0.17 0.93
H14 -1.97 -3.47 1.39
C13 -1.17 -3.01 -0.57
C14 -2.12 -1.81 -0.73
H15 3.98 5.11 0.40

***

Entry 2:
DFT (the ωB97M-V functional and the def2-TZVPD basis) results for the molecule C14H15ClN4O2S in a non-equilibrium geometry.

For the largest force on an atom, the calculation gives 1.5 eV/Å. Its molar mass is 338.82 g/mol. The energy above the lowest of the compared OMol25 structures with the same formula, charge and spin is 0.00 kcal per mole. As for the net charge: 0. For the LUMO energy, the calculation gives 0.020 Ha. The SMILES is CCc1nnc(NC(=O)CCC(=O)Nc2ccc(Cl)cc2)s1. The electronic energy is -48175.3675 eV.

Atoms and positions in Å:
C1 -1.19 2.70 0.49
H1 -5.14 -3.33 -1.12
N1 -2.22 1.33 -1.30
C2 3.08 -0.49 -0.48
H2 4.89 1.91 1.07
C3 -2.59 0.26 -0.54
C4 4.67 0.98 0.56
C5 -3.31 -1.86 0.30
H3 2.07 -0.71 -0.78
H4 2.72 2.47 0.96
C6 -1.48 2.44 -0.97
C7 -5.17 -3.48 -0.05
C8 5.68 0.09 0.30
C9 0.32 2.88 0.66
Cl1 6.66 -2.23 -0.68
O1 -1.11 3.18 -1.85
O2 0.49 0.75 -0.43
H5 -3.81 -3.38 1.64
C10 3.36 0.71 0.18
H6 -3.07 -3.95 0.12
H7 -1.71 3.62 0.78
H8 6.70 0.30 0.60
N2 -3.09 -0.98 1.20
H9 -5.49 -4.49 0.16
H10 3.87 -2.32 -1.25
H11 0.65 3.73 0.05
C11 -3.78 -3.24 0.56
H12 -2.29 1.19 -2.31
N3 -2.70 0.21 0.74
H13 0.56 3.08 1.70
S1 -3.02 -1.26 -1.34
N4 2.37 1.66 0.47
C12 5.39 -1.10 -0.35
H14 -5.89 -2.79 0.38
C13 4.09 -1.39 -0.74
H15 -1.55 1.87 1.10
C14 1.04 1.64 0.17

***

Entry 3:
DFT (the ωB97M-V functional and the def2-TZVPD basis) results for the molecule C14H15F2NO4S.

For the largest force on an atom, the calculation gives 0.8 eV/Å. Its molar mass is 331.34 g/mol. The energy above the lowest of the compared OMol25 structures with the same formula, charge and spin is 1.61 kcal per mole. As for the net charge: 0. For the LUMO energy, the calculation gives 0.018 Ha. The SMILES is CC(=O)CCC(=O)OCC(=O)Nc1ccc(SC(F)F)cc1. The electronic energy is -40712.6352 eV.

Atoms and positions in Å:
H1 4.71 2.45 0.72
C1 0.72 -2.38 -0.43
H2 1.99 -2.81 1.29
O1 3.03 -1.62 -0.05
C2 -2.82 0.86 0.45
C3 1.71 1.71 -0.87
S1 -5.19 1.17 -0.91
C4 -3.61 0.40 -0.60
C5 3.04 -0.56 0.75
C6 -6.12 0.44 0.47
H3 4.50 0.18 -0.62
F1 -5.62 0.81 1.67
H4 1.13 2.30 -1.57
C7 3.80 1.85 0.61
H5 2.51 -3.56 -0.26
F2 -6.07 -0.91 0.44
H6 -3.82 -0.99 -2.20
O2 0.32 -3.00 -1.38
H7 5.00 0.12 1.07
H8 -7.17 0.76 0.41
C8 2.09 -2.67 0.21
H9 3.22 1.94 1.53
C9 4.17 0.38 0.40
H10 1.13 1.53 0.03
C10 -1.98 -1.26 -1.15
O3 2.25 -0.38 1.65
H11 1.95 0.75 -1.32
C11 2.98 2.44 -0.52
N1 0.06 -1.39 0.22
O4 3.34 3.44 -1.09
C12 -3.19 -0.65 -1.39
H12 0.53 -0.97 1.02
H13 -3.15 1.68 1.06
C13 -1.18 -0.82 -0.09
H14 -1.00 0.58 1.52
H15 -1.65 -2.08 -1.76
C14 -1.61 0.24 0.70

***

Entry 4:
DFT (the ωB97M-V functional and the def2-TZVPD basis) results for a structure of composition C14H15F3FeN7S in a non-equilibrium geometry.

For the largest force on an atom, the calculation gives 1.1 eV/Å. Its molar mass is 426.23 g/mol. The multiplicity is 2. As for the net charge: +2. For the LUMO energy (alpha / beta), the calculation gives -0.279 / -0.276 Ha. The electronic energy is -78552.4130 eV.

Atoms and positions in Å:
C1 -1.74 -3.87 -0.21
H1 0.16 -2.90 -0.08
H2 -3.81 -4.46 -0.34
Fe1 0.07 -0.23 -0.19
C2 2.02 -0.16 2.13
H3 0.51 2.48 -0.03
C3 -3.58 -2.34 -0.36
C4 -0.56 2.48 -0.15
C5 -2.67 -1.28 -0.32
C6 -1.25 3.66 -0.22
C7 -0.91 -2.78 -0.17
C8 -2.49 1.21 -0.32
H4 6.17 0.46 1.06
H5 -1.33 -4.86 -0.17
N1 4.19 0.00 2.69
F1 -0.91 -0.05 -2.76
C9 4.12 0.18 1.41
H6 -4.15 0.08 -0.47
H7 2.72 -0.37 4.09
F2 1.06 0.81 -2.71
H8 -4.33 2.29 -0.49
C10 -3.11 -3.63 -0.31
N2 2.78 0.09 1.03
F3 0.82 -1.30 -2.20
N3 -1.36 -1.51 -0.23
H9 2.41 1.13 -0.63
C11 0.24 -0.03 -2.09
S1 0.33 -0.32 2.12
N4 -3.15 0.00 -0.37
C12 -3.26 2.38 -0.39
H10 -4.64 -2.13 -0.42
N5 -1.16 1.27 -0.20
H11 5.13 1.40 -0.01
H12 5.32 -0.34 -0.27
N6 2.91 -0.21 3.11
C13 -2.64 3.60 -0.35
C14 5.24 0.44 0.49
H13 2.60 -0.48 -0.86
H14 -3.23 4.50 -0.41
N7 2.19 0.21 -0.23
H15 -0.72 4.60 -0.17

***

Entry 5:
DFT (the ωB97M-V functional and the def2-TZVPD basis) results for a cluster of 2 separate species, C14H16 in total in a non-equilibrium geometry.

For the largest force on an atom, the calculation gives 4.6 eV/Å. Its molar mass is 184.28 g/mol. The energy above the lowest of the compared OMol25 structures with the same formula, charge and spin is 57.20 kcal per mole. The multiplicity is 2. As for the net charge: -1. For the LUMO energy (alpha / beta), the calculation gives 0.115 / 0.112 Ha. The electronic energy is -14773.8803 eV.

Atoms and positions in Å:
H1 0.72 -1.97 0.87
C1 1.57 -1.28 0.97
C2 3.60 0.54 1.34
H2 2.00 1.98 1.92
C3 -3.35 0.77 1.05
C4 3.87 -0.59 0.62
C5 -3.42 1.51 -0.15
H3 0.26 0.23 1.66
H4 4.85 -0.90 0.32
C6 2.47 -2.51 -0.75
H5 -4.07 0.98 1.99
H6 -0.75 0.04 -1.76
C7 2.75 -1.35 0.26
H7 -2.52 -0.91 2.15
H8 -0.85 -1.37 0.31
H9 -3.44 2.28 -2.71
C8 -2.48 1.93 -2.54
C9 -2.49 -0.28 1.22
H10 2.54 -3.61 -0.29
H11 -2.21 1.22 -3.28
C10 -1.57 -0.50 0.11
H12 -4.21 2.14 -0.25
C11 -1.49 0.24 -1.02
H13 -1.85 2.85 -2.46
H14 3.10 -2.46 -1.62
C12 2.27 1.03 1.52
C13 -2.50 1.27 -1.21
H15 1.42 -2.39 -1.18
H16 4.45 1.12 1.57
C14 1.33 0.01 1.36

***

Entry 6:
DFT (the ωB97M-V functional and the def2-TZVPD basis) results for a cluster of 2 separate species, C14H16 in total in a non-equilibrium geometry.

For the largest force on an atom, the calculation gives 1.9 eV/Å. Its molar mass is 184.28 g/mol. The energy above the lowest of the compared OMol25 structures with the same formula, charge and spin is 15.86 kcal per mole. As for the net charge: 0. For the LUMO energy, the calculation gives 0.033 Ha. The SMILES is Cc1ccccc1.Cc1ccccc1. The electronic energy is -14777.0775 eV.

Atoms and positions in Å:
H1 -3.56 3.92 2.39
H2 2.47 -3.80 0.34
C1 -3.73 2.59 0.65
H3 -3.58 0.93 -0.75
H4 4.09 1.07 -2.44
C2 -2.70 0.46 1.10
H5 2.48 1.59 -2.11
C3 -3.36 1.32 0.23
C4 -2.45 0.79 2.44
C5 3.59 -0.72 -0.54
C6 3.59 -1.96 0.09
C7 1.78 -2.66 -1.32
C8 -2.79 2.08 2.83
H6 4.29 -2.12 0.89
C9 -3.41 2.94 1.94
C10 -2.06 -0.83 0.56
H7 -1.98 0.06 3.09
H8 -1.60 -1.32 1.42
H9 2.83 0.65 -3.55
C11 2.78 -0.46 -1.64
C12 2.66 -2.93 -0.27
C13 3.05 0.74 -2.49
C14 1.83 -1.43 -1.95
H10 -1.23 -0.44 -0.05
H11 -2.59 2.36 3.85
H12 1.13 -1.22 -2.76
H13 -4.29 3.24 -0.02
H14 4.41 -0.08 -0.26
H15 -2.69 -1.39 -0.12
H16 1.05 -3.39 -1.57